The following is a quantum chemistry calculation of 2 unconnected molecules or ions with the total composition C28H37F4N2O7S2, from OMol25.

## Properties
Total charge: -1

The geometry in XYZ format:
```
80
Properties=species:S:1:pos:R:3:forces:R:3
C 2.150 3.095 -6.237 0.41 -0.22 2.89
C 2.402 3.009 -4.833 -1.52 0.04 -2.97
C 1.168 2.571 -3.920 -0.08 -0.62 -0.47
C 1.519 1.538 -2.762 0.80 -2.07 3.65
C 2.007 0.062 -3.023 -0.10 1.14 2.23
C 2.165 -0.465 -4.523 -0.09 -1.31 1.34
C 0.909 -1.461 -4.846 -0.38 1.36 -0.10
C -0.401 -0.512 -4.942 0.87 -0.24 -0.57
F -1.570 -1.208 -5.424 1.61 0.76 0.56
C 2.340 -0.939 -1.863 -0.96 2.03 0.81
C 2.861 -2.414 -2.174 0.75 -0.20 -0.50
C 4.481 -2.561 -2.050 -1.80 -0.06 -0.37
F 5.064 -1.367 -2.616 -0.43 -1.99 0.91
C 2.171 -0.532 -0.363 -0.96 2.91 -2.22
O 2.419 -1.385 0.744 -0.98 0.92 -2.17
C 1.412 -2.435 0.851 0.07 -1.50 -0.01
C 0.655 -2.488 2.265 -0.16 -0.18 0.22
C -0.930 -2.621 2.000 -0.23 0.03 0.38
C 1.244 -3.695 3.188 -0.24 -0.05 0.46
C 0.924 -5.153 2.578 -0.48 -0.08 0.32
C 0.628 -3.555 4.682 0.07 -0.07 -0.39
C 1.656 0.896 -0.084 0.22 -0.27 -2.12
C 1.358 1.913 -1.247 0.75 -2.25 -0.67
C 0.864 3.386 -0.798 0.57 0.57 -0.13
O 1.276 4.428 -1.358 -1.49 -3.37 1.77
C -0.152 3.372 0.459 0.94 -1.58 1.29
C -1.426 4.371 0.486 -0.31 -1.68 -1.57
C -1.799 4.804 -1.038 1.77 2.62 0.96
N -1.409 5.987 -1.455 -1.27 -2.65 0.48
C 0.131 2.446 1.518 -0.30 1.43 -0.87
C -0.796 2.337 2.840 -0.43 -0.77 -1.42
C -2.129 1.519 2.351 0.00 0.29 -0.47
C 1.387 1.434 1.416 1.08 -0.11 0.47
O 2.106 1.125 2.396 -2.80 1.00 -3.32
H 2.912 3.443 -7.005 -1.00 -0.49 1.27
H 1.105 2.816 -6.636 1.82 0.48 0.71
H 3.398 3.274 -4.350 -1.52 -0.39 -0.78
H 0.603 3.509 -3.554 1.17 -1.57 -0.17
H 0.421 2.031 -4.620 1.22 0.91 1.07
H 3.112 -1.124 -4.535 -1.37 1.19 -0.11
H 2.292 0.352 -5.306 -0.37 -1.01 1.24
H 0.743 -2.217 -4.007 0.40 0.96 -1.28
H 1.159 -1.963 -5.846 -0.76 0.58 1.43
H -0.676 -0.053 -3.933 0.46 -0.72 -1.40
H -0.117 0.310 -5.700 -0.86 -1.22 1.07
H 2.421 -3.220 -1.483 0.51 1.43 -0.86
H 2.621 -2.771 -3.246 0.15 0.91 1.79
H 4.739 -3.494 -2.681 0.09 1.71 1.00
H 4.746 -2.719 -0.954 0.11 0.65 -1.54
H 1.977 -3.441 0.732 -0.82 1.48 0.19
H 0.714 -2.362 -0.056 0.74 0.02 1.54
H 0.792 -1.539 2.904 0.14 -1.20 -1.45
H -1.334 -3.687 2.148 0.69 1.56 -0.27
H -1.210 -2.281 0.938 0.42 -0.46 1.62
H -1.488 -1.953 2.742 0.65 -0.96 -1.09
H 2.383 -3.614 3.317 -1.60 0.22 -0.48
H 0.230 -5.100 1.661 1.20 -0.05 1.29
H 1.866 -5.755 2.306 -1.44 0.99 0.42
H 0.334 -5.731 3.377 0.96 0.63 -1.24
H 0.767 -2.480 5.062 -0.30 -1.57 -0.55
H -0.485 -3.822 4.652 1.50 0.52 0.13
H 1.137 -4.262 5.436 -0.69 0.99 -1.29
H -2.331 3.740 0.834 1.59 1.13 -0.07
H -1.255 5.290 1.135 -0.26 -1.23 -0.93
H -2.337 4.116 -1.771 0.72 0.81 1.24
H -0.914 6.499 -0.709 -0.24 -0.44 -0.28
H -1.119 3.362 3.228 0.73 -1.44 -0.53
H -0.320 1.705 3.659 -0.24 1.20 -1.20
H -2.353 0.627 3.041 0.18 1.59 -1.13
H -1.970 1.135 1.271 -0.19 0.43 1.76
H -3.027 2.241 2.288 1.31 -1.42 0.40
N -5.894 0.668 5.717 -0.26 -0.15 -0.43
S -4.886 0.790 4.516 2.71 0.67 -1.86
O -5.259 1.663 3.425 -0.40 -0.76 0.88
O -4.126 -0.388 4.161 -1.03 0.33 0.48
F -3.750 1.671 5.221 -0.45 -0.05 0.62
S -7.202 -0.105 5.309 -3.18 -1.53 0.14
O -8.280 0.043 6.264 1.59 0.29 -0.11
O -7.060 -1.433 4.758 0.70 1.04 0.36
F -7.766 0.728 4.072 0.26 0.12 -0.02
```
Positions in Å, forces in eV/Å.


The following is a quantum chemistry calculation of a molecular structure, C33H44AsBrKN4O6S, from OMol25.

## Properties
Total charge: -1
Relative energy (zero: lowest compared OMol25 entry of this formula, charge and spin), kJ/mol: 143.88

The geometry in XYZ format:
```
91
Properties=species:S:1:pos:R:3:forces:R:3
K 0.229 -0.163 -0.161 -0.76 -0.66 -1.54
Br -1.900 -6.391 3.492 0.04 0.06 -0.01
C -1.382 -4.609 3.029 -0.07 -0.17 0.07
C -0.424 -3.945 3.798 -0.07 0.03 -0.14
C -0.054 -2.672 3.449 0.07 0.06 0.06
C -0.612 -1.967 2.332 -0.10 -0.20 0.19
O -0.191 -0.815 2.014 -0.28 -0.50 1.04
C -1.646 -2.667 1.614 0.30 -0.07 0.21
C -2.408 -2.078 0.534 -0.32 0.02 -0.22
N -2.534 -0.832 0.305 0.26 0.11 0.38
C -3.409 -0.392 -0.668 -0.45 -0.19 -0.28
C -4.679 -0.913 -0.824 0.28 -0.06 0.14
C -5.550 -0.454 -1.827 -0.01 0.12 -0.16
C -5.161 0.529 -2.693 -0.15 -0.14 0.04
C -3.889 1.126 -2.544 0.19 -0.02 0.17
C -3.427 2.160 -3.387 0.09 0.06 0.01
C -2.223 2.754 -3.135 -0.13 0.01 -0.09
C -1.477 2.308 -2.025 -0.06 -0.05 0.12
N -1.841 1.315 -1.263 0.04 0.06 -0.09
C -3.019 0.703 -1.504 -0.28 0.07 -0.27
C -1.967 -3.986 1.957 -0.03 0.07 -0.07
H 0.024 -4.439 4.650 0.02 0.00 0.00
H 0.709 -2.155 4.019 -0.01 0.00 -0.01
H -2.942 -2.806 -0.099 0.00 0.02 0.00
H -5.005 -1.693 -0.147 -0.01 0.02 0.00
H -6.535 -0.897 -1.909 0.00 0.01 -0.03
H -5.820 0.869 -3.483 0.02 0.01 0.00
H -4.044 2.472 -4.223 0.00 0.03 0.01
H -1.846 3.553 -3.760 -0.01 0.01 0.01
H -0.557 2.810 -1.736 0.02 -0.02 -0.05
H -2.718 -4.509 1.375 0.00 0.00 0.00
C 6.014 4.324 0.738 -0.11 -0.05 -0.06
C 4.560 3.937 0.472 0.18 -0.05 -0.02
C 4.423 2.509 -0.037 -0.42 0.09 -0.02
S 2.621 2.113 -0.240 1.27 1.05 -0.38
O 2.509 0.657 -0.037 0.63 -0.40 0.09
C 2.528 2.399 -2.070 -0.18 -0.05 0.16
C 2.608 1.090 -2.841 0.17 -0.09 0.06
C 4.009 0.483 -2.866 -0.11 0.00 0.03
H 6.087 5.348 1.107 0.02 0.00 0.00
H 6.607 4.248 -0.176 0.03 0.01 0.02
H 6.455 3.661 1.483 0.03 0.01 -0.01
H 4.127 4.626 -0.259 -0.05 0.02 0.04
H 3.981 4.041 1.393 -0.05 0.05 -0.03
H 4.771 1.782 0.700 -0.02 -0.02 0.00
H 4.966 2.359 -0.969 0.01 -0.09 0.01
H 3.323 3.095 -2.347 -0.01 0.04 0.05
H 1.568 2.891 -2.229 0.01 -0.01 -0.03
H 2.256 1.259 -3.862 -0.06 0.06 0.02
H 1.935 0.368 -2.377 -0.07 -0.02 -0.11
H 4.737 1.189 -3.278 0.03 -0.01 0.01
H 4.023 -0.418 -3.480 0.00 0.01 -0.01
H 4.309 0.192 -1.859 0.04 -0.02 -0.02
C -0.400 -5.564 -4.107 0.01 0.12 0.06
C -0.291 -4.407 -3.115 0.04 -0.09 -0.12
C 0.299 -3.093 -3.705 -0.20 0.09 0.00
C -0.512 -2.599 -4.903 0.14 0.11 0.02
C -0.013 -1.258 -5.444 -0.04 -0.12 0.10
C 1.732 -3.385 -4.106 0.05 0.02 0.02
O 2.066 -3.762 -5.220 -0.07 -0.01 0.05
N 2.627 -3.259 -3.092 0.03 0.12 0.15
C 2.383 -2.669 -1.806 0.14 -0.30 -0.27
O 3.303 -2.739 -1.006 -0.12 0.07 -0.11
N 1.202 -2.063 -1.613 0.31 -0.17 0.09
C 0.228 -2.092 -2.529 0.16 -0.20 -0.26
O -0.781 -1.390 -2.418 -0.17 -0.08 -0.13
H -0.703 -6.473 -3.586 0.00 0.00 -0.01
H 0.555 -5.746 -4.600 -0.02 -0.05 -0.02
H -1.143 -5.354 -4.876 0.01 -0.03 -0.02
H 0.331 -4.705 -2.268 -0.04 0.00 0.03
H -1.281 -4.164 -2.718 0.02 0.05 0.02
H -1.550 -2.499 -4.581 -0.01 -0.04 -0.02
H -0.455 -3.346 -5.695 -0.03 -0.02 0.02
H -0.117 -0.486 -4.681 -0.01 0.04 -0.02
H -0.592 -0.960 -6.320 0.03 0.03 -0.01
H 1.036 -1.332 -5.735 -0.01 0.03 -0.05
H 3.583 -3.530 -3.262 0.03 -0.06 -0.04
C -1.140 1.354 3.588 0.06 -0.18 -0.08
As 0.417 1.673 2.475 0.09 0.96 1.76
C 2.005 0.680 2.969 -0.06 -0.10 -0.13
C 0.928 3.409 3.262 0.00 -0.08 -0.13
O 0.100 1.967 0.906 -0.28 0.75 -0.23
H -0.971 1.758 4.586 0.05 0.05 -0.03
H -1.380 0.299 3.629 0.02 -0.02 -0.01
H -1.958 1.886 3.104 0.03 0.04 -0.01
H 1.912 0.370 4.010 -0.05 0.02 0.01
H 2.864 1.343 2.854 -0.03 0.05 0.04
H 2.116 -0.184 2.325 -0.01 -0.03 0.04
H 1.303 3.284 4.280 -0.01 -0.02 0.00
H 0.064 4.074 3.277 -0.03 -0.05 -0.02
H 1.700 3.868 2.643 0.02 -0.05 -0.01
```
Positions in Å, forces in eV/Å.


The following is a quantum chemistry calculation of 7 unconnected molecules or ions with the total composition C11H34BN4O10PS, from OMol25.

The geometry in XYZ format:
```
62
Properties=species:S:1:pos:R:3:forces:R:3
H 0.989 -1.377 4.024 -0.51 0.81 -0.17
N 0.387 -0.523 4.038 -1.09 1.27 -5.84
C 0.115 -0.193 2.708 1.03 -1.85 3.86
C 0.763 -1.168 1.560 0.54 -0.16 0.26
C -0.854 1.106 2.456 -0.26 -1.09 1.77
P -1.257 1.476 0.626 -0.12 0.20 0.08
C -2.530 0.047 0.498 -1.36 -1.72 0.01
C -2.841 -0.361 -1.063 -0.10 1.31 -0.03
O -3.432 -1.695 -1.250 2.76 -1.18 1.00
C -2.507 -2.777 -0.879 -2.20 -4.22 4.74
C -1.027 -3.066 -1.522 -0.09 -0.11 -0.02
O -2.934 -3.635 0.076 2.57 5.60 -6.29
C -0.002 2.926 0.509 1.74 1.98 -0.98
C 1.233 2.407 -0.436 -0.31 -1.19 -0.70
S 2.820 3.410 -0.271 0.97 -1.55 -1.25
C 4.102 2.339 -1.195 0.86 -0.35 -1.57
N 4.979 2.676 -2.380 -3.02 -5.36 5.93
N 5.639 1.442 -2.581 -1.98 -3.47 3.90
C 5.214 0.361 -1.594 -0.60 5.57 -1.83
O 4.199 0.959 -0.666 3.07 2.21 -4.72
B -2.699 2.731 0.249 -1.93 2.02 0.67
N -3.199 3.050 -1.161 0.18 -2.15 2.43
O -3.336 3.392 1.428 1.21 -3.11 -1.47
H 1.841 -1.489 1.958 -2.45 0.86 -0.90
H 0.165 -2.172 1.434 0.85 2.12 0.31
H 0.891 -0.678 0.505 -0.39 -0.85 2.00
H -1.894 0.849 2.981 2.22 0.43 -1.06
H -0.403 1.999 3.063 -0.83 -1.67 -1.38
H -0.586 0.894 -0.529 -0.22 0.16 0.41
H -3.553 0.406 0.982 1.93 -0.92 -0.86
H -2.139 -0.853 1.137 -0.91 1.27 -1.39
H -1.923 -0.284 -1.786 -1.35 0.01 1.55
H -3.640 0.431 -1.459 1.62 -2.02 0.70
H -0.676 -2.301 -2.335 -0.79 -1.22 1.72
H -0.251 -3.151 -0.620 -1.93 0.39 -2.13
H -1.004 -4.144 -2.034 -0.47 2.49 1.34
H -0.554 3.801 -0.087 1.30 -1.64 1.19
H 0.314 3.384 1.538 -0.28 -0.88 -2.00
H 1.534 1.283 -0.198 -0.75 2.37 -0.33
H 0.900 2.425 -1.577 0.68 0.02 2.47
H 5.526 -0.763 -1.489 -0.58 2.76 -0.30
H -4.213 2.733 -1.151 1.44 0.87 -0.39
H -2.658 2.432 -1.805 -0.89 0.81 0.40
H -3.238 2.741 2.199 0.05 1.52 -1.29
O -6.493 -0.726 -2.111 0.29 -0.12 -0.25
H -5.550 -0.744 -1.892 -0.29 -0.22 0.02
H -6.595 -1.431 -2.768 0.03 0.24 0.28
O 0.795 -5.175 -0.930 0.44 -0.67 -0.23
H 1.476 -5.079 -1.613 -0.12 0.05 0.27
H 0.744 -6.132 -0.785 0.00 0.31 0.04
O 3.663 -2.514 -0.951 0.44 0.29 -0.06
H 4.465 -2.748 -1.442 -0.32 -0.10 0.09
H 3.888 -1.674 -0.522 -0.30 -0.34 0.02
O -3.845 2.718 4.289 -0.30 0.33 0.02
H -4.071 2.926 5.208 0.17 -0.18 -0.30
H -4.369 3.348 3.771 0.07 -0.09 0.18
O 3.408 -0.610 3.247 0.28 0.41 0.17
H 3.543 0.194 2.724 -0.04 -0.23 0.16
H 3.264 -0.282 4.147 -0.01 -0.11 -0.27
O 5.950 -1.402 -4.655 -0.22 0.28 -0.05
H 5.755 -0.648 -4.079 0.12 -0.03 -0.26
H 5.710 -1.089 -5.540 0.11 -0.13 0.32
```
Positions in Å, forces in eV/Å.


Number 1: Kohn-Sham gap 7.699 eV, HOMO energy -7.07 eV, maximum force 4.46 eV/Å. Number 2: Kohn-Sham gap 6.574 eV, HOMO energy -4.54 eV, maximum force 2.00 eV/Å. Number 3: Kohn-Sham gap 7.794 eV, HOMO energy -8.51 eV, maximum force 8.80 eV/Å.